Entry from the OMol25 dataset: a cluster of 12 separate species, C40H45Cl10N7 in total (ωB97M-V/def2-TZVPD).

```
! wB97M-V def2-TZVPD RIJCOSX def2/J DEFGRID3
* xyz 0 1
C 4.52 -1.18 -0.23
C 3.18 -1.40 -0.47
C 2.71 -1.42 -1.76
N 3.50 -1.31 -2.83
C 4.81 -1.10 -2.62
C 5.36 -1.03 -1.33
H 4.97 -1.21 0.75
H 2.53 -1.54 0.38
H 1.66 -1.59 -1.98
H 5.45 -1.05 -3.48
H 6.43 -0.94 -1.20
C 1.46 -4.68 -1.25
C 0.45 -4.80 -0.31
C -0.87 -4.79 -0.75
N -1.21 -4.62 -2.02
C -0.22 -4.49 -2.92
C 1.13 -4.50 -2.58
H 2.48 -4.62 -0.88
H 0.73 -5.04 0.71
H -1.69 -4.83 -0.03
H -0.46 -4.33 -3.96
H 1.87 -4.31 -3.34
C -1.04 -2.58 4.44
C -0.34 -3.75 4.65
C 0.67 -4.11 3.76
N 0.99 -3.36 2.72
C 0.33 -2.21 2.53
C -0.65 -1.75 3.39
H -1.93 -2.30 4.99
H -0.56 -4.38 5.50
H 1.25 -5.01 3.93
H 0.64 -1.66 1.66
H -1.22 -0.86 3.14
C 2.45 1.91 2.42
C 1.77 1.00 3.22
C 2.47 -0.02 3.83
N 3.80 -0.18 3.65
C 4.43 0.64 2.81
C 3.79 1.70 2.17
H 1.92 2.73 1.96
H 0.70 1.15 3.32
H 2.05 -0.73 4.52
H 5.48 0.42 2.68
H 4.29 2.36 1.47
C -1.79 2.08 -3.15
C -2.68 2.28 -4.20
C -2.24 3.00 -5.29
N -1.01 3.52 -5.39
C -0.19 3.37 -4.36
C -0.51 2.60 -3.23
H -2.11 1.53 -2.27
H -3.65 1.80 -4.20
H -2.92 3.33 -6.07
H 0.79 3.82 -4.42
H 0.14 2.55 -2.36
C 0.33 0.05 -0.14
C -0.43 -1.09 -0.37
C -1.58 -1.29 0.36
N -2.01 -0.39 1.27
C -1.27 0.69 1.50
C -0.05 0.93 0.87
H 1.26 0.17 -0.68
H -0.07 -1.79 -1.11
H -2.13 -2.22 0.31
H -1.68 1.35 2.25
H 0.63 1.73 1.11
C 3.42 4.60 -2.05
C 3.93 3.35 -2.29
C 3.91 2.40 -1.28
N 3.43 2.63 -0.06
C 2.89 3.83 0.17
C 2.92 4.86 -0.76
H 3.42 5.40 -2.78
H 4.35 3.11 -3.26
H 4.37 1.43 -1.40
H 2.37 3.99 1.10
H 2.43 5.81 -0.60
Cl -4.85 -0.06 -1.23
C -4.62 1.17 0.04
Cl -5.83 2.43 -0.08
H -4.67 0.66 0.99
H -3.61 1.54 -0.09
Cl -4.48 -1.14 -4.33
C -3.13 -2.26 -4.02
Cl -1.63 -1.41 -3.57
H -3.38 -2.91 -3.19
H -2.91 -2.78 -4.94
Cl -5.31 2.10 3.46
C -3.96 2.77 4.39
Cl -3.97 4.55 4.41
H -4.00 2.43 5.42
H -2.99 2.42 4.04
Cl -4.57 -3.57 -0.63
C -5.21 -4.07 0.92
Cl -4.05 -3.76 2.23
H -6.14 -3.52 1.05
H -5.49 -5.12 0.85
Cl -0.32 5.93 1.02
C -2.01 5.48 1.32
Cl -2.26 3.72 1.06
H -2.25 5.67 2.36
H -2.69 6.00 0.66
*
```

- orbital gap (eV) = 9.3
- E_HOMO (eV) = -8.997
- SMILES = c1ccncc1.c1ccncc1.c1ccncc1.c1ccncc1.c1ccncc1.c1ccncc1.c1ccncc1.ClCCl.ClCCl.ClCCl.ClCCl.ClCCl
- energy relative to the best compared isomer or geometry (same formula, charge and spin) (kcal/mol) = 17.54
- LUMO level (eV) = 0.260
- F_max (eV Å⁻¹) = 3.0

Entry from the OMol25 dataset: a structure of composition C40H46BrN6O3STl (ωB97M-V/def2-TZVPD).

```
! wB97M-V def2-TZVPD RIJCOSX def2/J DEFGRID3
* xyz -2 1
Tl 0.56 -0.09 1.23
N 3.80 -1.80 4.23
C 3.48 -1.19 3.02
S 3.35 0.54 3.02
N 3.36 -2.02 2.03
N 2.83 -1.49 0.86
C 3.45 -1.84 -0.19
C 3.13 -1.50 -1.58
C 4.03 -1.96 -2.55
C 3.90 -1.68 -3.90
C 2.81 -0.90 -4.30
C 1.89 -0.44 -3.38
C 2.00 -0.71 -1.98
O 1.11 -0.28 -1.17
H 4.28 -1.20 4.88
H 4.13 -2.75 4.15
H 4.34 -2.46 -0.05
H 4.87 -2.56 -2.21
H 4.62 -2.05 -4.62
H 2.68 -0.66 -5.35
H 1.04 0.15 -3.69
C -2.40 -1.33 -3.67
C -1.76 -1.53 -2.30
C -0.91 -2.81 -2.26
C -2.79 -1.55 -1.19
C -3.71 -2.59 -1.10
C -4.59 -2.68 -0.03
C -4.54 -1.73 0.98
C -3.65 -0.66 0.92
C -3.51 0.25 2.14
C -3.24 -0.58 3.40
C -4.74 1.15 2.32
C -2.82 -0.56 -0.20
N -1.89 0.50 -0.33
C -2.27 1.69 -0.34
C -1.32 2.82 -0.31
N -0.08 2.66 -0.32
C 0.77 3.77 -0.15
C 1.76 3.99 -1.13
C 2.60 5.08 -0.96
C 2.52 5.91 0.14
C 1.59 5.64 1.12
C 0.71 4.56 1.01
C -0.18 4.23 2.21
C -1.22 5.31 2.46
C 0.67 3.98 3.46
C 2.02 3.05 -2.30
C 0.79 2.46 -3.01
C 2.94 1.91 -1.83
H -1.63 -1.28 -4.44
H -2.98 -0.39 -3.70
H -3.08 -2.15 -3.91
H -1.07 -0.71 -2.10
H -1.51 -3.70 -2.48
H -0.46 -2.93 -1.28
H -0.10 -2.75 -3.00
H -3.70 -3.37 -1.86
H -5.28 -3.51 0.04
H -5.17 -1.86 1.85
H -2.64 0.89 1.99
H -4.14 -1.12 3.72
H -2.93 0.07 4.22
H -2.46 -1.32 3.22
H -5.63 0.54 2.52
H -4.94 1.75 1.44
H -4.59 1.82 3.18
H -3.34 1.95 -0.32
H -1.77 3.83 -0.25
H 3.37 5.25 -1.72
H 3.20 6.75 0.25
H 1.55 6.25 2.02
H -0.70 3.29 2.01
H -0.74 6.26 2.72
H -1.88 5.03 3.29
H -1.85 5.49 1.58
H 1.13 4.91 3.82
H 1.46 3.25 3.27
H 0.04 3.59 4.27
H 2.56 3.65 -3.04
H 0.35 1.65 -2.42
H 1.10 2.04 -3.97
H 0.02 3.22 -3.19
H 2.42 1.27 -1.11
H 3.84 2.30 -1.34
H 3.24 1.28 -2.67
Br 3.41 -5.80 -0.18
C 1.56 -5.75 0.24
C 0.78 -6.86 -0.04
N -0.53 -6.90 0.22
C -1.07 -5.81 0.80
C -0.36 -4.66 1.11
C 1.00 -4.62 0.81
C -1.03 -3.47 1.76
O -1.80 -3.71 2.71
O -0.71 -2.36 1.25
H 1.22 -7.74 -0.49
H -2.13 -5.86 1.03
H 1.58 -3.73 1.01
*
```

- orbital gap (eV) = 5.6
- E_HOMO (eV) = -1.626
- energy relative to the best compared isomer or geometry (same formula, charge and spin) (kcal/mol) = 2.68
- LUMO level (eV) = 3.996
- F_max (eV Å⁻¹) = 0.9